# 1
{"formula": "C37H36N8O2RuS2", "method": "wB97M-V/def2-TZVPD", "species": ["Ru", "O", "C", "N", "C", "C", "C", "C", "C", "C", "N", "C", "C", "C", "C", "C", "N", "H", "H", "H", "H", "H", "H", "H", "H", "H", "H", "S", "C", "C", "C", "C", "C", "C", "N", "C", "C", "C", "C", "C", "C", "C", "H", "H", "H", "H", "H", "H", "H", "H", "N", "C", "S", "C", "C", "C", "N", "C", "C", "H", "H", "H", "H", "H", "H", "C", "N", "C", "C", "C", "N", "C", "C", "O", "H", "H", "H", "H", "H", "H", "H", "H", "H", "H", "H", "H"], "positions_angstrom": [[1.36986, -0.46873, 0.29427], [0.17851, -4.36485, 1.11530], [0.39353, -3.11893, 1.06735], [0.86293, -2.44700, -0.03190], [0.78419, -3.14760, -1.27508], [-0.46319, -2.88879, -2.04004], [-1.75342, -2.78231, -1.53689], [-2.78139, -2.50748, -2.44730], [-2.49147, -2.19391, -3.80143], [-1.16976, -2.32364, -4.17721], [-0.26338, -2.77747, -3.37879], [0.42966, -2.34300, 2.32238], [0.01728, -2.82419, 3.58282], [0.18614, -1.96871, 4.67613], [0.87881, -0.80497, 4.53523], [1.27068, -0.37343, 3.31467], [1.03582, -1.09502, 2.20612], [0.77553, -4.26338, -1.06722], [1.71594, -2.85758, -1.80271], [-2.02968, -3.01742, -0.49736], [-3.83250, -2.41501, -2.12497], [-3.23166, -1.90088, -4.53368], [-0.82147, -1.98481, -5.16033], [-0.47700, -3.77556, 3.50235], [-0.16355, -2.34458, 5.61617], [0.98410, -0.06884, 5.33495], [1.76323, 0.59201, 3.26628], [6.14244, 0.53805, 0.13347], [6.21515, -1.15947, 0.60427], [7.32293, -2.04563, 0.71664], [7.12632, -3.24068, 1.36566], [5.82343, -3.82792, 1.54015], [4.72464, -3.09357, 1.08359], [4.94181, -1.75037, 0.69573], [3.84512, -0.81862, 0.60913], [4.36996, 0.40580, 0.51117], [3.42262, 1.54115, 0.80420], [3.88463, 2.81517, 1.22352], [3.06238, 3.79027, 1.72948], [1.68139, 3.55121, 1.79432], [1.21634, 2.28693, 1.41160], [2.04125, 1.30034, 0.85081], [8.27455, -1.81185, 0.26727], [7.92136, -3.72933, 1.92123], [5.69463, -4.77102, 2.05778], [3.71075, -3.45072, 1.10730], [4.95781, 3.07366, 1.15978], [3.50701, 4.65201, 2.21466], [0.95977, 4.32611, 2.14533], [0.26057, 1.96106, 1.67886], [0.18859, 2.21321, -6.11257], [1.12257, 1.29346, -5.69869], [2.39596, 0.91608, -6.70849], [1.06075, 0.89307, -4.29075], [-0.11225, 1.06669, -3.49608], [-0.07618, 0.74934, -2.15824], [1.11036, 0.22674, -1.60060], [2.19461, 0.10319, -2.38217], [2.17811, 0.37764, -3.70534], [0.07574, 2.26545, -7.12883], [-0.38896, 2.64541, -5.44517], [-1.02464, 1.53413, -3.83951], [-0.96576, 0.76773, -1.52549], [3.14129, -0.23804, -1.90697], [3.04655, 0.25906, -4.36482], [-5.86950, 1.82436, -1.30759], [-5.72507, 1.92976, 0.16998], [-6.87938, 2.17056, 1.03248], [-6.44256, 2.72565, 2.39230], [-5.20599, 2.01526, 2.87406], [-4.14586, 2.28967, 1.85772], [-2.77188, 2.26573, 2.32245], [-4.38772, 2.02782, 0.50640], [-3.49933, 1.88276, -0.34558], [-6.94222, 1.67444, -1.57760], [-5.30248, 0.95051, -1.61339], [-5.45696, 2.71330, -1.80408], [-7.28126, 1.19164, 1.16506], [-7.62623, 2.75326, 0.45060], [-7.16916, 2.59082, 3.24403], [-6.19746, 3.81775, 2.29679], [-5.25309, 0.92747, 2.98956], [-4.76412, 2.32861, 3.87139], [-2.26584, 3.21775, 2.07379], [-2.24602, 1.48770, 1.75661], [-2.78920, 2.06554, 3.42365]], "forces_ev_per_angstrom": [[0.1, -1.9, 0.2], [-0.3, 2.8, 0.1], [0.9, -3.1, -1.0], [-1.4, 0.5, 1.6], [1.1, -1.8, 0.4], [-0.5, 0.2, -2.1], [-0.6, -0.4, 0.1], [-0.5, 0.8, -1.1], [-0.3, -0.4, 1.5], [-1.0, 0.4, -1.1], [2.3, 0.4, 1.9], [0.9, 1.9, 1.6], [0.4, 1.3, -2.1], [-0.3, -2.2, -0.3], [-0.5, 1.3, 1.4], [0.2, 0.0, -1.1], [-0.7, -1.0, 1.0], [0.4, 1.1, -0.2], [-0.9, -0.4, -0.4], [0.4, 0.3, -0.5], [0.7, -0.3, 0.0], [-0.2, 0.1, 0.3], [-0.2, -0.5, 0.1], [-0.1, -0.3, 0.7], [-0.2, 0.3, 0.5], [0.1, -0.6, 0.1], [0.0, -0.2, -0.6], [-2.0, -1.0, 1.2], [0.3, -1.8, -1.3], [-0.7, 1.1, -0.1], [-1.4, -1.4, 1.0], [0.3, 1.8, -0.5], [1.1, 0.4, 0.2], [-1.3, 0.4, 0.6], [2.5, 1.3, -0.1], [-1.4, -0.2, -0.4], [0.8, 1.1, -0.3], [1.4, -0.7, -0.5], [-0.9, 0.0, 0.3], [-0.3, 0.0, 0.1], [1.6, 0.5, -0.3], [1.0, 0.9, 0.7], [0.4, 0.4, 0.7], [0.4, -0.2, -0.9], [0.1, 0.0, -0.2], [-0.2, -0.2, 0.1], [-0.5, -0.5, 0.2], [-0.1, 0.2, -0.5], [0.8, -0.8, -0.1], [-1.8, 0.1, 0.0], [1.6, -1.5, -2.2], [-2.0, 0.6, 3.3], [1.0, -0.3, -1.1], [-1.6, 1.0, -2.5], [0.2, 0.4, 0.9], [1.8, -1.3, -0.1], [-1.7, 0.9, -1.0], [0.8, -0.5, 0.8], [1.7, -0.5, -0.5], [-0.5, 0.5, 0.9], [-0.7, 0.7, 0.3], [0.0, -0.3, -0.3], [0.4, 0.2, -0.1], [-0.9, 0.2, -0.3], [-0.1, -0.1, 0.8], [-1.0, -0.2, 0.7], [1.4, 0.5, -1.5], [0.3, 0.0, -0.2], [-0.6, 0.8, 1.2], [2.4, 0.2, -0.4], [-0.1, -0.2, 0.0], [0.0, 0.0, -0.2], [-0.5, 0.0, 0.9], [-0.3, 0.3, 1.0], [0.8, 0.2, 0.3], [0.0, 0.0, -0.3], [-0.2, -0.2, 0.1], [-0.9, -0.7, 0.4], [0.5, 0.0, 0.7], [0.0, 0.3, -1.3], [-0.3, -1.0, 0.2], [-0.7, -0.1, -0.2], [-1.0, 0.3, -1.2], [-0.1, -0.3, 0.4], [0.2, -0.1, 0.4], [0.4, 0.2, -1.0]], "relative_energy_kj_mol": 179.4, "total_energy_ha": -2910.9845, "total_charge": 1, "s_squared": 8.79, "spin_multiplicity": 6, "e_lumo_ev": [-2.79, -5.31]}

# 2
{"formula": "C19H19N7O3PSTc", "method": "wB97M-V/def2-TZVPD", "species": ["Tc", "C", "N", "C", "C", "N", "C", "P", "C", "N", "C", "C", "N", "C", "C", "N", "C", "C", "N", "C", "H", "H", "H", "H", "H", "H", "H", "H", "H", "H", "H", "H", "H", "H", "H", "O", "S", "O", "N", "C", "O", "C", "C", "C", "C", "C", "C", "H", "H", "H", "H"], "positions_angstrom": [[0.11178, 0.58240, -0.16950], [-0.56881, -2.63481, 4.24049], [-0.37578, -1.41572, 3.42115], [-0.29875, -0.14215, 3.93448], [-0.15150, 0.70632, 2.88632], [-0.13326, -0.06244, 1.73642], [-0.26051, -1.34973, 2.09235], [-0.34104, -2.73867, 0.90961], [-1.54706, -1.96120, -0.21705], [-1.42745, -0.72030, -0.69955], [-2.49627, -0.48528, -1.53970], [-3.26254, -1.60775, -1.54891], [-2.64569, -2.52580, -0.73466], [-3.15869, -3.88807, -0.46521], [1.14172, -2.22266, -0.02491], [1.38114, -0.97519, -0.47188], [2.58387, -0.99505, -1.16156], [3.05793, -2.26352, -1.11011], [2.14581, -3.01410, -0.40629], [2.28535, -4.46553, -0.13840], [-0.34513, -2.37930, 5.27112], [0.11462, -3.41088, 3.90989], [-1.60126, -2.96531, 4.16406], [-0.35969, 0.04970, 4.99309], [-0.06522, 1.77804, 2.87987], [-2.64187, 0.44618, -2.06134], [-4.17811, -1.83250, -2.07035], [-4.02784, -4.04641, -1.09497], [-3.45043, -3.96896, 0.57798], [-2.39984, -4.62368, -0.71690], [3.01842, -0.12646, -1.62457], [3.95860, -2.69291, -1.51635], [3.25044, -4.78101, -0.52145], [1.49868, -5.00959, -0.65399], [2.24927, -4.64370, 0.93248], [0.79566, 1.44283, -2.03660], [1.74098, 2.50913, -1.47411], [3.11843, 2.30652, -1.70088], [1.18255, 2.31233, 0.09158], [-0.00590, 3.05119, 0.04938], [-1.00729, 2.38215, 0.40440], [0.09267, 4.27923, -0.73215], [-0.65094, 5.43924, -0.71334], [-0.32484, 6.42322, -1.64982], [0.68427, 6.23301, -2.58736], [1.41885, 5.04535, -2.64496], [1.10317, 4.10077, -1.69595], [-1.43232, 5.59604, 0.01812], [-0.86922, 7.35787, -1.64346], [0.90552, 7.01968, -3.29652], [2.18747, 4.88750, -3.38995]], "forces_ev_per_angstrom": [[-0.3, 0.1, -0.1], [0.0, 0.2, -0.1], [0.1, -0.2, 0.2], [-0.1, -0.1, 0.0], [0.0, -0.2, -0.1], [0.1, 0.4, 0.1], [-0.2, 0.1, 0.1], [0.0, -0.2, 0.1], [0.0, -0.1, -0.1], [0.0, 0.6, -0.3], [0.1, -0.1, 0.2], [0.1, -0.2, 0.0], [-0.2, -0.1, 0.1], [0.1, 0.2, -0.1], [0.1, 0.0, -0.1], [0.2, 0.2, -0.2], [-0.2, 0.0, 0.2], [0.0, -0.1, 0.0], [0.2, -0.3, 0.0], [0.0, 0.3, -0.1], [0.0, 0.0, 0.0], [0.0, 0.0, 0.0], [0.0, 0.0, 0.0], [0.0, 0.0, 0.0], [0.0, 0.0, 0.0], [0.0, 0.0, 0.0], [0.0, 0.0, 0.0], [0.0, 0.0, 0.0], [0.0, 0.0, 0.0], [0.0, 0.0, 0.0], [0.0, 0.0, 0.0], [0.0, 0.0, 0.0], [0.0, 0.0, 0.0], [0.0, 0.0, 0.0], [0.0, 0.0, 0.0], [0.2, -0.1, 0.3], [0.0, -0.4, 0.0], [-0.1, 0.0, -0.1], [0.0, 0.3, 0.0], [0.2, -0.3, 0.1], [0.1, -0.1, -0.1], [-0.1, -0.1, 0.0], [-0.1, 0.1, 0.0], [0.0, 0.0, 0.0], [0.0, 0.0, -0.1], [-0.1, 0.0, 0.1], [0.0, 0.2, -0.1], [0.0, 0.0, 0.0], [0.0, 0.0, 0.0], [0.0, 0.0, 0.0], [0.0, 0.0, 0.0]], "relative_energy_kj_mol": 0.0, "total_energy_ha": -2163.8377, "total_charge": 3, "s_squared": 3.77, "spin_multiplicity": 4, "e_lumo_ev": [-9.69, -11.56]}

# 3
{"formula": "C2H2BeO2P", "method": "wB97M-V/def2-TZVPD", "species": ["P", "O", "O", "C", "C", "Be", "H", "H"], "positions_angstrom": [[-1.21071, -0.30768, 2.78317], [-1.12167, -0.97602, 1.35074], [1.16810, 1.55375, 0.57825], [0.99230, 0.79470, -0.30345], [0.28391, 0.00790, -1.15271], [-0.55451, -0.92395, 0.10075], [0.93073, -0.72115, -1.66116], [-0.48815, 0.57245, -1.69560]], "forces_ev_per_angstrom": [[-0.3, 0.7, 1.9], [0.2, -0.7, -1.2], [0.3, -3.6, -4.2], [-0.5, 5.1, 5.2], [0.4, -1.7, -0.6], [-0.2, 0.0, -0.5], [-0.4, 0.3, -0.5], [0.4, -0.1, -0.2]], "relative_energy_kj_mol": 46.9, "total_energy_ha": -583.6723, "total_charge": 1, "e_lumo_ev": [-6.22, -6.23]}

# 4
{"formula": "C27H28N2O5", "method": "wB97M-V/def2-TZVPD", "species": ["C", "C", "C", "O", "C", "C", "C", "C", "C", "C", "C", "O", "C", "C", "C", "C", "C", "C", "C", "O", "C", "O", "N", "C", "C", "C", "N", "C", "C", "O", "C", "C", "C", "C", "H", "H", "H", "H", "H", "H", "H", "H", "H", "H", "H", "H", "H", "H", "H", "H", "H", "H", "H", "H", "H", "H", "H", "H", "H", "H", "H", "H"], "positions_angstrom": [[-1.49256, -5.58761, -0.03817], [-2.71922, -5.15861, 0.18646], [-3.29694, -3.87326, -0.33818], [-2.38690, -3.04176, -1.02207], [-1.43534, -2.37606, -0.31889], [-0.58945, -1.55912, -1.07282], [0.39369, -0.81467, -0.46119], [0.56399, -0.86361, 0.91885], [1.59893, 0.00471, 1.59581], [2.87299, 0.10519, 0.81522], [3.08965, 1.39781, 0.47304], [4.11336, 1.86128, -0.23714], [5.01797, 0.93578, -0.66205], [6.09761, 1.40684, -1.41030], [7.04824, 0.52430, -1.87284], [6.93985, -0.83715, -1.59983], [5.87734, -1.30581, -0.86267], [4.89787, -0.43312, -0.37925], [3.76663, -0.96460, 0.41184], [3.62036, -2.14293, 0.68362], [2.00866, 2.26197, 1.03914], [1.89161, 3.46500, 0.97447], [1.17890, 1.39726, 1.67433], [0.04315, 1.83026, 2.45806], [-1.02947, 2.53190, 1.62216], [-1.64230, 1.60078, 0.57825], [-2.90446, 2.10279, 0.06587], [-2.73974, 3.27102, -0.78490], [-4.11560, 3.76856, -1.22651], [-4.82977, 2.77242, -1.92008], [-4.97507, 1.62697, -1.11597], [-3.61906, 1.07649, -0.67607], [-0.26241, -1.69012, 1.66200], [-1.25560, -2.44228, 1.05853], [-1.13958, -6.52333, 0.35842], [-0.78962, -5.02027, -0.62493], [-3.41941, -5.73823, 0.77331], [-4.06645, -4.10773, -1.08347], [-3.78482, -3.32196, 0.47997], [-0.72848, -1.52807, -2.14191], [1.03711, -0.18668, -1.06021], [1.78724, -0.38532, 2.60528], [6.16115, 2.46477, -1.60982], [7.88185, 0.89308, -2.45080], [7.68971, -1.52064, -1.96707], [5.76369, -2.35460, -0.63332], [-0.37547, 0.94866, 2.94707], [0.39959, 2.52964, 3.22336], [-0.57440, 3.40001, 1.14708], [-1.81921, 2.87504, 2.29148], [-0.91932, 1.42517, -0.23647], [-1.85123, 0.63502, 1.04809], [-2.23888, 4.05823, -0.22174], [-2.13491, 3.03144, -1.67792], [-4.01912, 4.61090, -1.91349], [-4.68413, 4.08241, -0.33798], [-5.51209, 0.89324, -1.71974], [-5.56804, 1.87276, -0.22172], [-3.77002, 0.21062, -0.02732], [-3.05150, 0.75157, -1.56620], [-0.13166, -1.76054, 2.73249], [-1.86891, -3.08576, 1.66884]], "forces_ev_per_angstrom": [[0.0, -0.1, 0.0], [-0.1, 0.2, -0.1], [-0.2, -0.1, 0.1], [0.1, 0.0, -0.1], [0.2, 0.3, 0.2], [-0.1, -0.1, 0.0], [-0.1, -0.2, 0.1], [0.0, -0.1, 0.1], [0.1, -0.2, 0.0], [0.0, 0.7, 0.0], [0.0, -1.2, 0.3], [-0.3, 0.5, 0.1], [0.5, -0.7, -0.2], [-0.2, 0.1, 0.1], [-0.1, 0.1, 0.1], [0.0, -0.1, 0.0], [0.0, 0.1, 0.0], [0.1, 0.2, -0.1], [0.0, 0.0, 0.0], [0.0, 0.2, 0.0], [0.0, 0.2, 0.0], [0.1, 0.2, -0.1], [0.1, -0.1, -0.1], [-0.2, 0.5, 0.0], [0.1, -0.3, -0.1], [0.0, 0.2, 0.2], [0.0, 0.0, -0.1], [-0.3, 0.1, 0.0], [0.3, 0.2, 0.1], [0.0, 0.0, -0.2], [0.1, -0.4, 0.1], [-0.3, 0.2, -0.1], [0.2, 0.2, -0.1], [-0.4, -0.2, -0.1], [0.0, -0.2, 0.1], [0.1, 0.2, -0.1], [0.0, -0.1, 0.1], [0.1, 0.1, 0.2], [0.1, 0.0, -0.1], [0.0, 0.0, -0.1], [0.0, 0.1, -0.1], [0.0, 0.0, -0.1], [0.0, 0.1, 0.0], [0.1, 0.1, 0.0], [0.1, -0.1, 0.0], [0.0, -0.1, 0.0], [0.0, 0.0, 0.0], [0.0, -0.1, 0.0], [0.0, 0.1, 0.1], [0.0, 0.0, 0.0], [-0.1, 0.0, 0.0], [0.1, 0.0, -0.1], [0.0, 0.1, -0.1], [0.0, 0.0, 0.0], [0.0, 0.0, 0.1], [0.1, 0.0, -0.1], [0.0, 0.0, 0.1], [0.0, -0.1, -0.1], [0.0, 0.0, 0.0], [0.0, 0.0, 0.0], [0.0, 0.0, 0.1], [-0.1, -0.1, 0.0]], "relative_energy_kj_mol": 238.0, "total_energy_ha": -1531.3601, "total_charge": 0, "e_lumo_ev": -0.27}

For each record above, in turn, the calculated max |F| values are 3.929, 0.643, 7.320, 1.253 eV/A.